This record from OMol25 describes C5H6O in the gas phase. The level of theory is wB97M-V/def2-TZVPD.

```
12
Properties=species:S:1:pos:R:3:nbo_charge:R:1
O -1.31282 -1.05081 1.07532 -0.516
C 0.79149 -0.11364 0.47408 -0.412
C -1.29920 1.32146 0.80920 -0.719
C -0.67038 -0.05396 0.83721 0.579
C 1.11697 -0.76741 -0.60858 0.144
C 1.31625 -1.38544 -1.73837 -0.484
H -1.15139 1.82407 1.77141 0.239
H 1.52900 -2.44914 -1.76929 0.232
H 1.25371 -0.84603 -2.68014 0.228
H -2.37133 1.20975 0.63494 0.241
H 1.51947 0.44893 1.05640 0.243
H -0.84942 1.94303 0.02930 0.226
```

Output
Max |F| in eV/Å: 0.459
DFT total energy in eV: -7327.725
LUMO in eV: 0.91
Energy above the lowest of the compared OMol25 structures with the same formula, charge and spin in kJ/mol: 150.5
SMILES string: C=C=CC(C)=O
Kohn-Sham gap in Ha: 0.3848
HOMO level in eV: -9.6
Charge: 0

=====

This record from OMol25 describes a 2-piece molecular cluster, C2H8N2O3 overall. The level of theory is wB97M-V/def2-TZVPD.

```
15
Properties=species:S:1:pos:R:3:nbo_charge:R:1
O -1.92404 0.64968 -1.11523 -0.692
O 1.35034 -0.05017 0.85155 -0.444
O -1.20719 -1.20740 -0.04451 -0.678
N -1.42769 0.77851 1.08260 -0.814
N 1.21889 -1.39533 0.98243 -0.538
C 1.32007 0.52485 -0.66805 -0.327
C -1.41457 0.01386 -0.03740 0.900
H -1.52986 1.77001 0.94381 0.396
H 2.39120 0.48396 -0.87566 0.193
H 0.23319 -1.63804 0.47191 0.378
H 0.99713 1.55908 -0.71219 0.194
H -0.76773 0.50519 1.79349 0.427
H 0.84036 -0.13683 -1.39637 0.190
H -2.09924 -0.00419 -1.80509 0.505
H 2.01915 -1.85317 0.52872 0.310
```

Output
Max |F| in eV/Å: 4.061
DFT total energy in eV: -11324.266
LUMO in eV: 0.57
Energy above the lowest of the compared OMol25 structures with the same formula, charge and spin in kJ/mol: 260.9
SMILES string: NC(=O)O.CON
Kohn-Sham gap in Ha: 0.3417
HOMO level in eV: -8.7
Charge: 0

=====

This record from OMol25 describes C25H32BIrO4 as an isolated structure. The level of theory is wB97M-V/def2-TZVPD.

```
63
Properties=species:S:1:pos:R:3:lowdin_spin:R:1
Ir -1.45481 -2.38531 0.15626 1.089
O 2.80934 3.22242 -0.91045 0.000
O -2.51714 -3.51829 2.90946 0.002
O 0.47122 1.30773 -1.67929 0.003
O -0.72929 -2.04251 3.15780 0.115
C -2.00645 -3.96833 6.54405 0.474
C -2.42996 0.31648 -0.58043 0.384
C -0.31500 -4.27551 0.12199 0.095
C -0.27377 -2.84806 -1.72389 0.170
C 0.61392 1.24424 -3.13335 0.000
C -0.98327 -3.01787 6.70998 0.056
C 0.58064 -3.17653 0.41913 0.122
C -0.40960 0.33104 -3.77389 0.001
C -0.52803 -2.25185 5.62098 0.393
C -2.15243 -3.44515 4.21918 0.059
C 2.76407 3.86321 0.39221 0.000
C 1.99707 0.74645 -3.46643 0.000
C -2.34155 -0.62962 0.51890 0.119
C 0.23705 2.72321 -1.77407 0.000
C -1.09058 -2.52180 4.37896 0.414
C 0.59331 -2.28817 -0.71814 0.073
C 3.61163 4.04839 -1.82721 0.000
C 0.30972 2.78222 -3.29517 0.000
C -3.48895 -0.03886 -1.43927 0.073
C -2.63834 -4.17445 5.29932 0.392
C -3.38246 -1.70253 0.19764 0.209
C 3.54435 5.19067 0.35437 0.000
C -0.84724 -4.06834 -1.20082 0.107
C -4.04427 -1.26704 -1.02131 0.344
C 4.11916 5.29041 -1.07748 0.000
B -1.61665 -2.65151 2.20221 0.128
H -1.54463 -4.69535 -1.74297 0.006
H -0.08507 0.14401 -4.80375 0.000
H 2.08583 -0.25761 -3.01634 0.000
H -3.83975 -2.33344 0.96913 0.034
H 4.47479 3.44920 -2.18282 0.000
H 1.09900 3.43842 -3.68555 0.000
H -4.91266 -1.77008 -1.44388 0.016
H -3.44720 -4.89979 5.19570 0.021
H 3.78905 6.19594 -1.59289 0.000
H -1.40769 0.78017 -3.79627 0.000
H 0.24728 -1.48414 5.76530 0.022
H 2.88399 6.04423 0.57434 0.000
H -3.87247 0.61863 -2.24596 -0.001
H 1.11132 3.16589 -1.27430 0.000
H 1.13756 -3.02750 1.34802 0.005
H 3.01836 4.28108 -2.73702 0.000
H -0.44380 -2.44916 -2.71864 0.011
H 2.04748 0.62581 -4.56117 0.000
H 4.33199 5.19287 1.11743 0.000
H -0.70486 3.02822 -1.31602 0.000
H -0.64860 2.95680 -3.79513 0.000
H -0.44141 -0.63901 -3.24902 0.000
H -0.54867 -5.11021 0.78505 0.007
H -1.74210 1.13805 -0.71467 0.016
H 1.13331 -1.33936 -0.79316 0.001
H -2.34511 -4.53900 7.41195 0.021
H -2.11581 -0.37635 1.55487 0.023
H 5.21428 5.31073 -1.04118 0.000
H 3.16100 3.12223 1.10191 0.000
H 1.72219 4.06386 0.70711 0.000
H -0.54899 -2.86100 7.70023 -0.006
H 2.78972 1.43113 -3.10154 0.000
```

Output
Max |F| in eV/Å: 5.271
DFT total energy in eV: -38134.325
LUMO (alpha / beta) in eV: -2.13 / -6.59
Energy above the lowest of the compared OMol25 structures with the same formula, charge and spin in kJ/mol: 40.7
Kohn-Sham gap (alpha / beta) in Ha: 0.1798 / 0.1697
2S+1: 6
HOMO level (alpha / beta) in eV: -7.0 / -11.2
<S²>: 8.822
Charge: +1

=====

This record from OMol25 describes C4H5N3 in the gas phase. The level of theory is wB97M-V/def2-TZVPD.

```
12
Properties=species:S:1:pos:R:3:nbo_charge:R:1
N 1.35429 0.22217 0.18044 -0.211
N -3.94884 -0.29120 1.44099 -0.346
N 0.49444 -0.12589 -0.81895 -0.424
C -1.44844 0.09064 0.53994 -0.418
C -2.85280 -0.04060 0.98232 0.272
C -0.83906 -0.24171 -0.55907 0.056
C 2.60637 0.32715 0.00615 -0.138
H 3.20180 0.67340 0.89286 0.213
H 2.88462 0.01603 -0.90358 0.151
H 0.81951 -0.55233 -1.81451 0.369
H -0.91028 0.37025 1.52619 0.263
H -1.36159 -0.44790 -1.47278 0.213
```

Output
Max |F| in eV/Å: 6.453
DFT total energy in eV: -8695.890
LUMO in eV: 0.49
Energy above the lowest of the compared OMol25 structures with the same formula, charge and spin in kJ/mol: 378.5
SMILES string: C=NN/C=C/C#N
Kohn-Sham gap in Ha: 0.3405
HOMO level in eV: -8.8
Charge: 0

=====

This record from OMol25 describes C3H8OSi in the gas phase. The level of theory is wB97M-V/def2-TZVPD.

```
13
Properties=species:S:1:pos:R:3:nbo_charge:R:1
Si -0.93955 1.23011 1.39940 1.231
O 0.12479 0.92535 0.29109 -0.876
C 0.37282 0.12007 -1.87567 -0.478
C 0.68078 -1.43100 0.06131 -0.682
C 0.31546 -0.11794 -0.53952 0.320
H 1.08760 -1.21362 1.06800 0.228
H 1.29209 -2.03981 -0.65868 0.242
H -0.63442 2.67361 1.77284 -0.187
H 0.91784 -0.55832 -2.56558 0.198
H -0.28022 -2.17503 0.18055 0.223
H 0.17696 1.03805 -2.30097 0.200
H -0.77718 0.14145 2.33219 -0.211
H -2.33696 1.40707 0.83505 -0.207
```

Output
Max |F| in eV/Å: 3.448
DFT total energy in eV: -13164.643
LUMO in eV: 0.89
Energy above the lowest of the compared OMol25 structures with the same formula, charge and spin in kJ/mol: 133.7
SMILES string: C=C(C)O[SiH3]
Kohn-Sham gap in Ha: 0.3611
HOMO level in eV: -8.9
Charge: 0

=====

This record from OMol25 describes C15H15N8NiO3S2 as an isolated structure. The level of theory is wB97M-V/def2-TZVPD.

```
44
Properties=species:S:1:pos:R:3:lowdin_spin:R:1
Ni 0.05933 -0.78556 0.53323 1.745
S -1.81963 -3.69233 1.15967 0.004
S -2.81896 -2.62232 -1.80616 0.000
O -0.61245 -4.47305 1.04800 0.001
O -0.29995 1.31830 0.82590 0.022
O -2.99335 -4.16369 0.48078 0.007
N 2.31480 -3.98095 1.92139 0.003
N 1.38900 -2.07277 1.55517 0.034
N -3.16914 -3.36624 6.89047 0.000
N 1.80817 -0.39229 -0.51466 0.041
N 4.20054 -0.33439 -1.88334 -0.002
N 2.94231 -3.52075 0.83430 0.000
N -1.49554 -2.13833 0.64554 0.058
N -1.26730 -0.68986 -1.12202 0.051
C -2.17333 -3.49728 2.86907 0.000
C 3.90628 -1.34464 -1.08115 0.002
C -1.81270 -1.80580 -0.63189 0.005
C -3.02990 -2.50734 3.33274 0.000
C 3.32020 0.65143 -1.99254 0.002
C 2.10614 0.62151 -1.31821 0.002
C -2.00440 -4.42035 5.07574 0.000
C -2.85854 -3.41730 5.56641 0.000
C 2.71087 -1.36912 -0.36856 0.002
C -2.42860 -1.40978 -2.96472 0.005
C -1.67314 -4.46132 3.73982 0.000
C -3.36056 -2.45984 4.66864 0.000
C 2.37460 -2.36240 0.63967 0.003
C 1.37178 -3.13242 2.33416 0.004
C -1.60408 -0.48505 -2.43692 0.007
H 1.37023 1.40659 -1.42463 0.001
H 4.62880 -2.14509 -0.98404 0.000
H -3.43209 -1.78154 2.63667 0.000
H 2.50016 -4.91553 2.24787 0.000
H -1.22920 0.38270 -2.95888 0.000
H -0.22644 1.79910 1.65966 0.001
H -4.01787 -1.68336 5.03955 0.000
H 0.74825 -3.27666 3.19995 0.000
H -1.61136 -5.16536 5.75622 0.000
H -2.94594 -4.14662 7.47960 0.000
H -3.84706 -2.70863 7.22779 0.000
H -1.15552 1.52631 0.42952 0.000
H -2.84744 -1.43717 -3.95674 0.001
H 3.58597 1.48406 -2.63087 0.000
H -1.03655 -5.24105 3.34129 0.000
```

Output
Max |F| in eV/Å: 1.306
DFT total energy in eV: -96570.403
LUMO (alpha / beta) in eV: -3.50 / -3.59
Energy above the lowest of the compared OMol25 structures with the same formula, charge and spin in kJ/mol: 30.0
Kohn-Sham gap (alpha / beta) in Ha: 0.2661 / 0.2625
2S+1: 3
HOMO level (alpha / beta) in eV: -10.7 / -10.7
<S²>: 2.005
Charge: +1